The following is a quantum chemistry calculation of a molecular structure, C9H12B2CoF4N5O5 in a non-equilibrium geometry, from OMol25.

XYZ file:
```
38
Properties=species:S:1:pos:R:3:forces:R:3:mulliken_spin:R:1
Co 0.013 -0.270 -0.458 1.069 0.671 -0.131 2.69
C -2.607 3.772 -0.582 0.100 -0.249 -0.026 0.00
C -1.754 2.561 -0.761 0.549 -0.016 -0.018 0.02
N -2.244 1.390 -0.575 -0.128 -0.262 0.023 -0.02
O -3.468 0.963 -0.082 -0.007 -0.083 0.117 0.01
B -2.698 -1.415 1.053 0.608 -0.581 0.273 0.01
F -3.522 -1.566 2.030 -0.070 0.087 0.067 0.00
F -4.180 -2.215 -0.626 -0.252 -0.272 0.093 0.00
O -1.513 -2.212 1.141 -0.334 0.215 -0.280 0.02
N -0.370 -1.947 0.443 -0.315 -0.678 0.507 0.18
C 0.380 -2.968 0.129 -0.664 -0.532 0.234 0.10
C 0.077 -4.386 0.474 0.105 0.153 -0.103 0.00
C 1.620 -2.585 -0.528 0.554 1.402 -1.043 0.18
N 1.646 -1.234 -0.930 0.012 -1.805 1.260 0.17
O 2.775 -0.693 -0.775 0.387 -0.192 -0.654 0.43
B 2.542 0.885 -0.166 0.197 1.382 -0.344 -0.02
F 3.768 1.304 0.067 -0.041 -0.204 -0.023 0.00
F 1.724 0.553 0.901 -0.027 -0.352 0.231 0.02
O 1.814 1.708 -1.139 -0.227 -0.107 0.259 0.01
N 0.451 1.607 -0.939 0.181 0.055 0.023 0.03
C -0.267 2.658 -1.086 -0.436 0.406 0.044 0.02
C 0.285 3.988 -1.476 -0.075 -0.249 0.015 0.00
C 2.799 -3.430 -0.742 -0.278 -0.215 0.349 0.00
H -3.617 3.488 -0.298 -0.015 0.038 0.000 0.00
H -2.636 4.319 -1.526 -0.032 0.081 0.035 0.00
H -2.176 4.412 0.188 -0.057 0.057 -0.007 0.00
H -0.937 -4.499 0.843 0.007 0.034 0.013 0.00
H 0.772 -4.711 1.252 -0.013 -0.059 0.001 0.00
H 0.221 -5.019 -0.401 0.019 -0.045 0.014 0.00
H 1.347 4.035 -1.250 -0.023 0.001 -0.044 0.00
H -0.243 4.793 -0.973 0.013 0.045 -0.017 0.00
H 0.150 4.109 -2.555 0.037 0.078 -0.014 0.00
H 2.555 -4.479 -0.591 0.066 0.002 -0.007 0.00
H 3.581 -3.154 -0.022 0.065 0.020 -0.029 0.04
H 3.201 -3.268 -1.744 0.074 0.066 0.014 0.02
O -3.535 -1.127 -1.242 0.260 0.177 0.142 0.00
C -2.905 -0.451 -0.213 -0.620 0.533 -0.411 0.00
N -1.717 0.155 -0.683 -0.689 0.397 -0.560 0.07
```
Forces are in eV/Å.

Properties
Frontier orbital gap (alpha / beta) (Ha): 0.24338 / 0.23172
E_tot (eV): -77043.7310
2S+1: 5
HOMO energy (alpha / beta) (eV): -16.14 / -17.00
Charge: +2
LUMO energy (alpha / beta) (eV): -9.52 / -10.69
<S²>: 6.044

***

The following is a quantum chemistry calculation of 2 unconnected molecules or ions with the total composition C9H12BNS in a non-equilibrium geometry, from OMol25.

XYZ file:
```
24
Properties=species:S:1:pos:R:3:forces:R:3:mulliken_charge:R:1
B 0.832 -0.629 0.606 -0.049 -2.796 -0.432 0.19
C -1.541 0.738 -2.113 -0.595 0.296 -4.162 -0.53
C -1.854 1.936 -1.517 -1.734 3.002 -1.037 -0.29
C -0.587 -0.076 -1.643 -0.387 0.200 2.625 -0.81
C -1.317 2.229 -0.316 -1.575 2.250 1.597 -0.57
C -0.108 0.163 -0.317 2.137 -1.151 0.637 0.53
C -0.485 1.321 0.364 -1.397 1.658 -1.102 0.61
C 0.829 -0.373 2.163 4.519 -2.104 -1.804 -0.62
C 0.869 1.089 2.358 -2.620 -1.143 0.520 -0.57
C 1.122 -3.530 -1.420 3.889 3.698 -0.526 -0.85
N -0.205 1.707 1.620 0.222 2.527 2.654 -0.28
S 1.968 -3.031 0.111 -1.358 2.506 0.730 -0.33
H -1.909 0.640 -3.174 0.240 -0.423 1.299 0.26
H -2.528 2.751 -2.096 1.525 -2.199 1.580 0.23
H -0.414 -0.991 -2.110 0.777 -1.216 -0.763 0.35
H -1.700 3.149 0.283 0.937 -1.489 -1.269 0.13
H 0.024 -0.939 2.475 -2.406 -0.631 0.999 0.33
H 1.696 -0.921 2.724 -1.215 1.181 -1.137 0.28
H 0.726 1.157 3.402 0.072 1.323 1.175 0.39
H 1.733 1.478 1.977 2.859 0.990 -0.355 0.39
H 0.126 -3.490 -1.360 -3.753 -0.560 0.333 0.28
H 1.600 -4.377 -1.754 0.425 -2.394 -0.599 0.38
H 1.435 -2.759 -2.178 -0.436 -0.608 0.446 0.20
H -0.313 2.758 1.916 -0.076 -2.916 -1.410 0.29
```
Forces are in eV/Å.

Properties
Frontier orbital gap (Ha): 0.27000
E_tot (eV): -22526.0057
HOMO energy (eV): -7.58
LUMO energy (eV): -0.24

***

The following is a quantum chemistry calculation of 2 unconnected molecules or ions with the total composition C9H12BO4 in a non-equilibrium geometry, from OMol25.

XYZ file:
```
26
Properties=species:S:1:pos:R:3:forces:R:3:mulliken_charge:R:1
B 2.028 -0.573 -0.240 -0.672 -0.919 4.607 0.98
C -2.049 -0.215 1.350 -0.141 -2.921 0.504 -0.40
C -1.709 -1.703 1.143 3.565 0.354 -0.568 -0.74
C -1.141 0.707 1.548 1.783 -1.478 -0.002 -0.93
C -0.363 -1.729 0.223 -1.468 1.041 0.718 -0.83
C 1.361 1.448 1.154 -2.851 0.007 0.399 0.53
C 0.317 0.321 1.395 0.477 -0.095 1.671 0.57
C 0.497 -0.713 0.351 0.950 -1.079 -0.245 -0.20
C -1.120 1.407 -2.961 -1.090 -0.848 0.799 -0.75
C -0.632 1.300 -1.726 -2.859 -0.916 0.531 -0.06
O 1.065 2.578 1.546 1.021 0.019 -0.095 -0.75
O 2.361 1.004 0.532 1.010 -0.035 -1.373 -0.53
O 2.931 -1.431 0.500 -0.526 0.027 0.020 -0.70
O 2.317 -0.595 -1.539 1.196 0.111 -2.617 -0.74
H -3.072 -0.079 1.535 -1.410 0.792 -0.009 0.46
H -1.338 -2.202 2.083 -0.538 0.683 -0.382 0.25
H -1.437 1.667 1.790 -0.203 1.966 0.409 0.52
H -0.196 -2.490 -0.525 -0.178 -0.277 0.024 0.40
H 0.805 -0.166 2.359 -1.333 0.782 -1.306 0.24
H -2.163 1.146 -3.257 0.740 0.471 0.733 0.23
H -0.515 1.583 -3.789 1.196 0.466 -1.303 0.34
H -2.472 -2.365 0.770 -0.547 0.198 -0.385 0.39
H 0.397 1.348 -1.451 0.449 0.517 0.088 0.28
H -1.382 0.996 -0.915 1.513 0.602 -1.096 -0.07
H 3.775 -1.235 0.103 0.678 -0.134 -0.040 0.24
H 1.734 -0.009 -1.980 -0.763 0.666 -1.084 0.30
```
Forces are in eV/Å.

Properties
Frontier orbital gap (Ha): 0.30496
E_tot (eV): -18396.4613
HOMO energy (eV): -4.90
Charge: -1
LUMO energy (eV): 3.40

***

The following is a quantum chemistry calculation of a molecular structure, C9H12Br6F9In2O9S3Ti in a non-equilibrium geometry, from OMol25.

XYZ file:
```
51
Properties=species:S:1:pos:R:3:forces:R:3:mulliken_spin:R:1
In 4.436 1.276 -1.029 -0.366 0.319 -0.096 0.00
In 3.052 -0.476 4.577 -0.320 -0.267 -0.287 0.00
Ti 0.033 3.858 0.912 0.768 -1.267 -1.090 1.99
C -0.255 -0.652 -0.045 0.404 0.395 0.672 0.00
F -1.445 -0.912 0.534 1.277 0.105 -1.106 0.00
F 0.424 -1.781 -0.318 -1.099 1.682 0.349 0.00
F -0.381 0.108 -1.159 -0.243 -1.089 0.847 0.00
S 0.726 0.477 1.182 5.239 -0.815 2.620 0.00
O -0.119 1.673 1.424 -0.552 2.182 -1.635 0.00
O 0.922 -0.125 2.520 -0.925 -0.179 -1.909 0.00
O 2.098 0.744 0.601 -3.532 -0.160 0.132 0.01
C 1.856 4.658 -3.485 1.168 -1.121 0.647 0.00
F 2.469 3.748 -4.345 -1.526 1.577 1.702 0.00
F 2.444 5.821 -3.606 -0.320 -0.295 -0.064 0.00
F 0.546 4.748 -3.699 0.443 -0.193 -0.419 0.00
S 2.106 3.980 -1.647 4.508 -2.493 -2.630 -0.01
O 1.861 2.549 -1.746 -1.560 0.011 -0.010 0.00
O 3.530 4.133 -1.362 -1.068 1.075 0.018 0.00
O 1.220 4.681 -0.729 -2.320 0.649 2.070 0.01
C 3.107 -4.102 0.522 -0.512 0.530 1.746 -0.01
F 3.609 -4.684 -0.476 1.986 -1.637 -1.826 0.00
F 1.898 -3.741 0.141 -0.537 0.242 0.957 0.00
F 3.124 -4.908 1.624 0.082 1.655 -1.704 0.00
S 4.125 -2.464 0.763 -1.023 1.467 0.014 -0.10
O 5.549 -2.814 0.760 -0.254 -0.010 -0.142 0.50
O 3.783 -1.494 -0.314 0.537 -2.061 1.378 0.29
O 3.789 -1.899 2.079 0.250 -0.511 -0.616 0.33
Br -4.523 -0.815 3.438 0.980 0.232 -0.297 0.00
C -3.049 0.430 3.020 -0.780 0.775 1.051 0.00
C -3.439 1.374 1.917 -0.668 0.251 -0.394 0.00
Br -5.110 2.407 2.195 0.444 -0.501 0.030 0.00
H -2.086 -0.051 2.849 -0.348 -0.372 -0.264 0.00
H -2.918 1.052 3.905 -0.102 -0.312 0.268 0.00
H -3.569 0.837 0.978 0.114 0.342 -0.066 0.00
H -2.751 2.218 1.868 0.421 -0.405 -0.309 0.00
Br -2.316 -5.810 0.968 0.566 0.644 0.062 0.00
C -0.662 -4.778 1.329 -0.546 -0.159 -0.472 0.00
C -0.675 -4.364 2.762 0.533 -0.456 1.523 0.00
Br 0.985 -3.387 3.180 0.205 0.401 0.090 0.00
H -0.564 -3.908 0.681 -0.509 -0.198 -0.111 0.00
H 0.137 -5.467 1.058 -0.036 0.084 0.436 0.00
H -0.567 -5.193 3.461 -0.301 -0.165 -0.332 0.00
H -1.441 -3.710 3.179 -0.235 -0.120 -0.804 0.00
Br -1.672 2.949 -1.903 -0.546 -0.568 -1.100 0.01
C -2.004 1.855 -3.595 -0.621 1.372 0.444 0.02
C -3.481 2.236 -4.041 1.610 -1.025 0.650 -0.05
Br -3.669 1.783 -5.976 -0.321 0.357 0.974 0.96
H -1.795 0.817 -3.335 -0.561 0.116 0.002 0.00
H -1.248 2.193 -4.304 -0.154 0.181 0.146 0.00
H -3.849 3.241 -3.832 0.539 0.554 -0.774 0.02
H -4.238 1.689 -3.480 -0.192 -0.821 -0.373 0.04
```
Forces are in eV/Å.

Properties
Frontier orbital gap (alpha / beta) (Ha): 0.20799 / 0.05990
E_tot (eV): -538601.9674
2S+1: 5
HOMO energy (alpha / beta) (eV): -15.68 / -15.68
Charge: +3
LUMO energy (alpha / beta) (eV): -10.02 / -14.05
<S²>: 6.021

***

The following is a quantum chemistry calculation of a single C9H12ClNSi molecule in a non-equilibrium geometry, from OMol25.

XYZ file:
```
24
Properties=species:S:1:pos:R:3:forces:R:3:mulliken_spin:R:1
C -1.927 -1.583 1.281 -1.456 0.777 -4.833 0.05
C -0.774 -1.195 1.851 1.141 0.127 1.837 0.43
C -2.166 -1.025 -0.040 -4.529 -7.179 2.407 0.44
C 0.118 -0.178 1.276 -0.140 0.242 -1.685 -0.03
C -1.628 0.114 -0.434 3.398 5.266 -1.218 0.33
C -0.539 0.711 0.220 -0.956 -3.389 -0.054 0.10
C 1.574 -0.588 0.821 -0.868 0.012 0.569 0.06
C 1.691 -1.489 -0.310 0.047 -1.531 -0.646 0.00
C 1.904 -1.036 -1.543 -0.552 0.475 -0.286 0.03
N 0.153 1.727 -0.091 0.504 3.278 -1.626 0.45
Si -0.140 3.101 -1.166 -2.421 -0.946 3.402 0.01
Cl 1.603 3.621 -1.743 3.529 1.167 -1.097 0.00
H -2.560 -2.334 1.702 -0.228 -0.349 0.086 0.01
H -0.622 -1.645 2.829 0.707 0.324 0.040 0.02
H -2.920 -1.449 -0.803 0.978 0.297 1.878 0.02
H 0.331 0.526 1.998 0.697 1.454 2.241 0.05
H -2.027 0.519 -1.334 -0.094 0.804 -0.592 0.02
H 1.887 -1.047 1.718 1.064 -0.701 1.012 0.00
H 2.229 0.227 0.590 -0.209 1.077 0.398 0.00
H 1.662 -2.568 -0.055 -0.275 0.551 -0.627 0.00
H 1.868 -1.726 -2.406 0.378 0.720 0.465 0.00
H 1.974 0.088 -1.662 -0.044 -1.495 -0.245 0.00
H -0.813 4.170 -0.336 0.359 -0.380 -0.195 0.01
H -0.877 3.061 -2.362 -1.031 -0.600 -1.231 0.00
```
Forces are in eV/Å.

Properties
Frontier orbital gap (alpha / beta) (Ha): 0.25532 / 0.23317
E_tot (eV): -31413.7837
2S+1: 3
HOMO energy (alpha / beta) (eV): -6.11 / -9.15
LUMO energy (alpha / beta) (eV): 0.84 / -2.80
<S²>: 2.020

***

The lowest E_tot belongs to which entry? C9H12Br6F9In2O9S3Ti

***

What is the formula in the third record? C9H12BO4

***

Look up the E_tot of the fifth one. -31413.7837 eV